Entry 1:
The molecule C7H10ClNO3 at a distorted geometry, computed with ωB97M-V/def2-TZVPD.

Calculated values
Gap between HOMO and LUMO (spin up / spin down)   7.538 / 7.539 eV
Energy above the lowest of the compared OMol25 structures with the same formula, charge and spin   0.0 kJ/mol
SMILES   COC(=O)C1=C(Cl)N[C@H](O)CC1
2S+1   1

```
22
C7H10ClNO3 | OMol25 | ωB97M-V/def2-TZVPD
Cl -1.088 2.454 1.779
O -1.551 -2.424 2.641
O 1.066 0.974 -2.231
O 0.047 2.612 -0.893
N -1.398 -0.178 1.924
C 0.286 -0.965 -0.426
C 0.328 1.453 -1.093
C 1.734 2.094 -2.877
C -0.947 0.868 1.208
C -0.023 -1.837 0.773
C -0.058 0.478 -0.281
C -1.364 -1.588 1.550
H 0.786 -1.638 1.592
H 1.190 2.968 -2.569
H -0.268 -1.426 -1.244
H 1.760 2.055 -3.911
H -0.796 -2.548 3.178
H 2.849 2.077 -2.496
H -2.046 -1.781 0.789
H -0.051 -2.862 0.452
H -1.775 0.021 2.887
H 1.317 -0.807 -0.752
```



Entry 2:
A 8-piece molecular cluster, H16O8 overall at a distorted geometry, computed with ωB97M-V/def2-TZVPD.

Calculated values
Gap between HOMO and LUMO   10.732 eV
Energy above the lowest of the compared OMol25 structures with the same formula, charge and spin   282.7 kJ/mol
SMILES   O.O.O.O.O.O.O.O
2S+1   1

```
24
H16O8 | OMol25 | ωB97M-V/def2-TZVPD
O -2.221 0.908 0.045
O -2.089 1.585 2.332
O -0.624 3.467 -0.059
O 0.627 -0.863 -0.379
O -1.873 -2.319 2.798
O 3.070 -1.472 -0.017
O 3.972 2.602 -1.392
O -1.087 -2.824 -4.342
H -0.044 3.332 0.699
H 3.288 2.641 -0.714
H 3.533 2.190 -2.144
H -2.142 -2.016 3.672
H 1.566 -0.996 -0.550
H -0.706 2.590 -0.451
H -2.869 1.140 0.718
H -2.308 -0.048 -0.045
H -1.938 1.963 3.205
H 0.198 -1.581 -0.859
H 3.479 -0.736 0.451
H 2.755 -2.052 0.685
H -1.401 0.916 2.244
H -2.098 -3.256 2.795
H -0.627 -2.410 -5.081
H -0.462 -2.762 -3.611
```



Entry 3:
An isolated ion of composition C22H25INO and charge +1, computed with ωB97M-V/def2-TZVPD.

Calculated values
Charge   +1
Gap between HOMO and LUMO   7.394 eV
SMILES   CC[C@@H](I)c1ccc2c[nH+]cc(C[C@@H](C)OCc3ccccc3)c2c1
2S+1   1

```
50
C22H25INO | OMol25 | ωB97M-V/def2-TZVPD
I -1.355 -3.777 -4.276
O -0.419 2.641 -0.153
N 2.339 -0.044 0.923
C 0.992 4.864 0.736
C -2.238 0.948 0.170
C 2.453 -1.360 0.930
C 1.440 0.609 0.135
C 0.433 3.957 1.627
C -0.122 -2.312 -1.540
C 0.989 -4.293 -0.714
C 1.634 -2.132 0.107
C 0.030 -3.674 -1.540
C 0.861 3.953 2.950
C 1.829 4.842 3.394
C -3.163 -4.057 -1.419
C -1.280 1.672 -0.758
C 2.384 5.744 2.497
C -2.041 -5.084 -1.578
C 0.578 -0.064 -0.685
C -0.811 -4.612 -2.380
C 1.960 5.748 1.181
C 1.783 -3.541 0.099
C -0.402 0.694 -1.538
C 0.673 -1.490 -0.714
C -0.626 2.960 1.210
H -3.986 -4.285 -2.086
H -1.885 2.200 -1.496
H -2.732 0.175 -0.416
H 3.143 6.429 2.839
H 3.190 -1.812 1.571
H 2.942 0.508 1.516
H 0.435 3.259 3.662
H -0.197 -5.476 -2.592
H 0.119 1.200 -2.346
H -0.849 -1.882 -2.202
H -3.555 -4.064 -0.407
H -2.826 -3.046 -1.620
H -1.745 0.435 0.990
H -3.027 1.589 0.538
H 2.153 4.823 4.422
H 2.523 -4.012 0.726
H -1.679 -5.376 -0.593
H -0.498 2.092 1.854
H 1.104 -5.365 -0.728
H -1.072 -0.009 -2.017
H -1.604 3.410 1.377
H 0.667 4.865 -0.292
H -2.408 -5.987 -2.054
H 1.452 1.682 0.186
H 2.412 6.457 0.504
```



Entry 4:
C20H80BeN40O24S as an isolated structure at a distorted geometry, computed with ωB97M-V/def2-TZVPD.

Calculated values
Gap between HOMO and LUMO   6.602 eV
2S+1   1

```
166
C20H80BeN40O24S | OMol25 | ωB97M-V/def2-TZVPD
S 0.958 0.272 0.345
O -2.808 -0.425 2.152
O -3.536 -2.885 -0.907
O 5.572 -1.074 3.791
O 5.045 1.796 -3.075
O -1.914 -3.150 1.376
O 1.694 -5.700 2.766
O 0.109 5.809 -3.896
O 0.931 1.915 -5.361
O 3.408 -4.586 -0.283
O -0.369 -3.251 -1.168
O 0.222 -0.478 1.287
O 2.766 -2.562 4.754
O 2.321 -0.198 0.362
O 5.352 -1.989 -2.486
O -2.604 1.193 -0.577
O -1.919 -0.679 -2.827
O -5.591 -1.520 4.308
O 1.531 6.242 0.544
O 4.717 2.140 3.559
O -6.108 0.107 -1.786
O -4.833 3.012 3.216
O 4.751 5.152 -2.812
O 0.183 -0.089 -0.833
O 0.763 1.642 0.755
N 7.706 -1.139 3.051
N -0.502 -4.767 -2.772
N -1.249 2.909 -0.483
N 4.590 2.559 -1.064
N -2.586 -4.784 2.716
N 3.210 3.745 -3.655
N 2.619 5.581 -2.859
N -5.178 -4.443 -0.740
N 0.918 -1.713 3.894
N -4.761 -3.446 -2.548
N 1.895 -3.454 0.995
N -3.023 3.032 -1.556
N 0.591 -7.069 4.163
N 3.330 -2.438 -0.306
N 0.572 -2.904 -3.084
N 0.793 0.670 -3.599
N -7.188 -0.277 0.135
N -5.171 -2.106 2.212
N -2.995 3.910 2.275
N 2.852 -1.236 2.981
N 0.309 -4.912 4.388
N -1.025 5.825 -1.989
N -3.177 0.728 4.106
N -2.018 6.604 -3.648
N 4.740 0.384 -1.405
N 0.614 4.531 1.583
N 6.096 -1.279 1.669
N -1.185 -5.064 0.869
N -3.841 0.077 -3.541
N 5.482 -0.972 -4.445
N -6.970 -2.719 3.248
N -2.142 0.323 -4.700
N 2.733 2.210 2.684
N -1.222 0.518 3.283
N 4.323 1.257 1.616
N -4.466 5.258 3.079
N 0.112 2.674 -3.479
N 6.100 -3.162 -4.164
N 1.869 4.167 -0.103
N -5.384 0.915 0.106
C 2.198 -1.942 3.883
C 4.805 1.603 -1.932
C 2.884 -3.535 0.085
C -0.160 -3.622 -2.328
C 0.656 1.785 -4.192
C 0.929 -5.866 3.706
C -2.568 -0.084 -3.626
C -4.478 -3.542 -1.323
C -1.885 -4.282 1.685
C 3.660 4.871 -3.092
C 1.320 5.046 0.664
C -0.909 6.022 -3.284
C -4.139 3.959 2.878
C -6.280 0.336 -0.613
C 6.395 -1.119 2.915
C -2.270 2.294 -0.809
C 5.489 -2.100 -3.667
C -5.903 -2.115 3.268
C 3.937 1.845 2.720
C -2.463 0.198 3.091
Be -1.723 -1.146 -0.168
H -2.149 6.947 -4.589
H 3.795 -2.444 -1.203
H 6.166 -3.984 -3.581
H 2.313 4.492 -0.950
H 0.393 -3.963 4.053
H -7.495 -2.753 4.110
H -7.779 -0.796 -0.500
H 1.799 3.195 0.162
H -1.040 -5.415 -2.215
H -1.045 -5.991 1.243
H -2.528 3.901 -1.698
H 1.358 -0.017 -4.076
H -5.581 1.186 1.059
H 4.279 2.229 -0.161
H -7.426 -3.036 2.404
H -2.414 -5.726 3.039
H -0.059 2.618 -2.486
H 0.439 -2.226 4.620
H 2.466 -0.641 2.262
H -7.554 -0.007 1.037
H -0.475 -4.543 0.374
H 2.319 3.283 -3.764
H 2.134 2.182 1.872
H -2.775 6.542 -2.983
H 3.618 0.966 0.954
H 5.324 1.185 1.503
H -4.555 1.207 -0.391
H 8.454 -0.918 2.409
H -2.702 0.391 -5.538
H 6.839 -1.315 0.985
H 4.902 3.511 -1.189
H -0.034 5.143 2.059
H -2.763 1.155 4.922
H 2.469 2.604 3.576
H 2.852 -1.556 -0.191
H -4.840 -4.831 0.129
H -3.673 5.884 3.054
H -1.792 6.198 -1.447
H -1.142 3.913 -0.492
H -5.738 -3.664 -2.684
H 5.196 -1.653 1.405
H 1.780 -4.240 1.619
H -0.203 -5.211 5.205
H -4.267 -1.656 2.194
H -2.490 3.035 2.297
H 6.138 -0.965 -5.213
H -3.344 -4.250 3.116
H 0.887 -2.004 -2.751
H -1.136 0.240 -4.679
H -0.196 -5.034 -3.697
H 3.854 -1.121 3.036
H 1.018 -7.814 3.631
H -4.320 0.321 -4.396
H 0.460 0.523 -2.657
H -4.386 -0.137 -2.718
H 0.497 -1.229 3.114
H -0.133 -7.216 4.852
H -4.308 -2.799 -3.177
H 4.453 0.313 -0.439
H -4.165 0.527 4.176
H 5.265 -0.381 -1.805
H 2.753 6.458 -2.376
H -3.792 2.722 -2.134
H -0.576 2.310 -0.026
H -0.137 5.755 -1.514
H -2.556 4.767 1.972
H 6.217 -3.286 -5.159
H 4.025 3.150 -3.609
H 7.879 -1.501 3.978
H 0.105 3.600 -3.883
H 0.562 3.523 1.611
H 1.395 -2.601 1.200
H 5.358 -0.036 -4.087
H 1.761 5.393 -3.358
H -5.476 -2.516 1.341
H -5.283 5.580 3.577
H -0.526 0.347 2.571
H -6.001 -4.978 -0.980
H -1.052 1.105 4.086
H 0.871 -3.241 -3.988
```